Entry 1:
Molecular formula: C11H14N2NaO4P2S
Method: DFT, ωB97M-V/def2-TZVPD

CARTESIAN COORDINATES (ANGSTROEM)
C: 4.412 2.884 0.779
C: 2.981 2.743 1.566
O: 1.825 3.330 0.871
C: 1.470 2.593 -0.352
C: 0.573 1.232 -0.096
C: 1.452 -0.149 0.238
C: 0.669 -1.566 0.499
S: 1.672 -3.125 0.933
C: -0.965 -1.566 0.375
P: -1.828 -3.292 0.643
P: -1.647 -4.336 -1.264
O: -2.508 -5.686 -1.132
O: -2.168 -3.313 -2.573
O: 0.070 -4.667 -1.551
C: -1.891 -0.217 0.045
N: -3.379 -0.419 0.014
C: -4.029 0.896 -0.319
C: -3.280 2.319 -0.568
N: -1.785 2.466 -0.531
C: -1.091 1.177 -0.195
H: 5.348 2.594 1.461
H: 4.470 2.125 -0.139
H: 4.634 3.944 0.333
H: 2.824 1.618 1.904
H: 3.102 3.354 2.584
H: 0.785 3.324 -1.001
H: 2.373 2.293 -1.033
H: 2.635 -0.065 0.280
H: 1.370 -3.304 2.321
H: -3.220 -2.999 0.872
H: -1.686 -2.435 -2.595
H: 0.479 -3.734 -1.632
H: -5.221 0.899 -0.382
H: -3.926 3.271 -0.790
Na: -4.521 -2.189 0.433

Atoms 1-3, force components in eV/Å:
C 0.581 -0.740 -0.809
C 1.585 0.367 1.573
O 0.980 -2.351 -1.182

Its net charge is +1. As for the largest force on an atom: 0.165 hartree/bohr.

Entry 2:
Molecular formula: C11H14N2O
Method: DFT, ωB97M-V/def2-TZVPD

CARTESIAN COORDINATES (ANGSTROEM)
C: 3.026 -2.153 -0.724
C: 0.429 -4.209 0.438
C: 2.061 -3.260 -0.527
C: 1.324 -3.781 -1.535
N: 1.542 -3.582 0.721
N: 0.205 -4.358 -0.884
H: -0.077 -4.788 1.202
H: -0.531 -4.855 -1.355
H: 1.449 -3.971 -2.587
H: 3.573 -1.718 0.120
H: 2.644 -1.191 -1.060
H: 3.748 -2.358 -1.537
C: 1.006 3.224 -0.361
C: -2.851 1.862 1.138
C: -1.674 1.123 1.318
C: -2.653 3.153 0.641
C: -0.481 1.543 0.791
C: -1.449 3.560 0.061
C: -0.313 2.752 0.105
O: -4.038 1.367 1.556
H: -1.860 0.171 1.782
H: -4.781 1.786 1.066
H: -3.492 3.825 0.503
H: 0.391 0.893 0.767
H: -1.532 4.585 -0.292
H: 1.119 3.593 -1.387
H: 1.914 2.649 -0.132
H: 1.301 4.139 0.173

Atoms 1-3, force components in eV/Å:
C 1.954 1.059 -0.651
C 0.198 -1.113 0.978
C 0.195 1.341 0.449

Its net charge is 0. As for the structure (SMILES): Cc1ccc(O)cc1.Cc1c[nH]cn1. As for the largest force on an atom: 0.049 hartree/bohr.

Entry 3:
Molecular formula: C11H14N2O
Method: DFT, ωB97M-V/def2-TZVPD

CARTESIAN COORDINATES (ANGSTROEM)
C: 2.414 1.243 -3.558
C: 1.301 0.350 -3.139
O: 0.315 0.933 -3.150
N: 1.643 -0.948 -2.698
H: 3.054 1.093 -4.363
H: 3.317 1.262 -2.611
H: 1.248 -1.514 -1.873
H: 2.560 -1.321 -3.089
H: 2.003 2.271 -3.840
C: -1.542 2.504 2.174
C: -2.063 0.909 0.144
C: -0.859 -0.940 0.696
C: -1.704 1.152 1.462
C: -0.801 -0.024 1.770
C: -0.103 -2.140 0.841
C: 0.825 -2.251 1.880
C: 0.010 -0.153 2.822
C: 0.895 -1.221 2.857
N: -1.574 -0.274 -0.356
H: -1.591 -0.364 -1.327
H: -2.405 1.592 -0.512
H: -0.158 -3.016 0.173
H: -2.350 2.645 2.916
H: -1.457 3.236 1.362
H: 1.524 -3.205 2.008
H: -0.057 0.683 3.524
H: 1.689 -1.309 3.719
H: -0.621 2.465 2.806

Atoms 1-3, force components in eV/Å:
C 3.534 2.143 2.823
C 5.873 -2.239 0.070
O -7.349 1.156 1.059

Its net charge is 0. As for the structure (SMILES): Cc1c[nH]c2ccccc12.CC(N)=O. As for the largest force on an atom: 0.146 hartree/bohr.

Entry 4:
Molecular formula: C11H14N2O
Method: DFT, ωB97M-V/def2-TZVPD

CARTESIAN COORDINATES (ANGSTROEM)
C: -0.042 1.120 -3.217
C: 0.545 -2.144 -1.281
C: -0.836 -2.368 -1.111
C: 0.784 -0.909 -1.905
C: -0.268 -0.159 -2.504
C: -1.937 -1.870 -1.766
C: -1.563 -0.697 -2.410
O: -1.169 -3.287 -0.177
H: 1.356 -2.798 -0.877
H: 1.774 -0.544 -1.900
H: -2.867 -2.189 -1.588
H: -2.143 -3.331 0.016
H: 0.665 1.788 -2.654
H: -0.924 1.769 -3.346
H: -2.309 -0.331 -3.106
H: 0.232 0.979 -4.229
C: -0.987 1.450 1.788
C: 2.489 1.743 2.776
C: 0.379 1.348 2.328
C: 0.719 0.627 3.485
N: 1.528 1.951 1.861
N: 2.030 0.805 3.692
H: 3.474 2.356 3.026
H: 2.671 0.339 4.436
H: 0.213 -0.167 4.007
H: -1.666 1.084 2.557
H: -1.028 0.952 0.734
H: -1.118 2.481 1.365

Atoms 1-3, force components in eV/Å:
C -0.068 1.909 0.962
C -0.865 1.557 -0.405
C -0.464 -2.810 1.324

Its net charge is 0. As for the structure (SMILES): Cc1ccc(O)cc1.Cc1c[nH]cn1. As for the largest force on an atom: 0.133 hartree/bohr.

Number 1: total energy -56615.785 eV. Number 2: total energy -16660.645 eV. Number 3: total energy -16659.360 eV. Number 4: total energy -16659.476 eV.